No. 1
{"formula": "C32H72F18KN13O36S18", "method": "ωB97M-V with the def2-TZVPD basis set", "total_energy_ev": -387701.9496, "total_charge": -4, "elements": ["K", "C", "C", "C", "N", "C", "C", "C", "C", "C", "H", "H", "H", "H", "H", "H", "H", "H", "H", "H", "H", "H", "H", "H", "H", "H", "H", "H", "C", "C", "C", "N", "C", "C", "C", "C", "C", "H", "H", "H", "H", "H", "H", "H", "H", "H", "H", "H", "H", "H", "H", "H", "H", "H", "H", "C", "C", "C", "N", "C", "C", "C", "C", "C", "H", "H", "H", "H", "H", "H", "H", "H", "H", "H", "H", "H", "H", "H", "H", "H", "H", "H", "C", "C", "C", "N", "C", "C", "C", "C", "C", "H", "H", "H", "H", "H", "H", "H", "H", "H", "H", "H", "H", "H", "H", "H", "H", "H", "H", "N", "S", "O", "O", "F", "S", "O", "O", "F", "N", "S", "O", "O", "F", "S", "O", "O", "F", "N", "S", "O", "O", "F", "S", "O", "O", "F", "N", "S", "O", "O", "F", "S", "O", "O", "F", "N", "S", "O", "O", "F", "S", "O", "O", "F", "N", "S", "O", "O", "F", "S", "O", "O", "F", "N", "S", "O", "O", "F", "S", "O", "O", "F", "N", "S", "O", "O", "F", "S", "O", "O", "F", "N", "S", "O", "O", "F", "S", "O", "O", "F"], "coordinates": [[1.70, -4.52, 3.74], [1.76, 8.84, -0.46], [2.54, 7.64, 0.08], [2.43, 7.55, 1.60], [3.04, 6.32, 2.23], [4.50, 6.09, 1.87], [2.84, 6.45, 3.73], [1.58, 5.61, 4.11], [1.73, 4.43, 3.19], [2.27, 5.02, 1.88], [1.38, 8.61, -1.45], [2.32, 9.77, -0.31], [0.90, 9.08, 0.18], [3.59, 7.75, -0.17], [2.25, 6.70, -0.39], [1.41, 7.67, 1.97], [2.98, 8.37, 2.05], [4.83, 5.41, 2.66], [4.96, 7.06, 2.03], [4.65, 5.78, 0.84], [3.73, 6.03, 4.21], [2.73, 7.46, 4.11], [1.67, 5.28, 5.14], [0.71, 6.17, 3.79], [2.31, 3.63, 3.63], [0.74, 4.08, 2.90], [2.92, 4.39, 1.28], [1.46, 5.31, 1.21], [-0.98, -2.87, -4.70], [-2.25, -3.08, -5.54], [-3.53, -3.41, -4.75], [-4.78, -3.41, -5.58], [-5.19, -1.97, -5.81], [-5.93, -4.14, -4.94], [-6.92, -4.49, -6.03], [-6.00, -4.75, -7.22], [-4.59, -4.20, -6.88], [-1.20, -2.22, -3.85], [-0.15, -2.35, -5.17], [-0.58, -3.85, -4.42], [-2.10, -3.82, -6.33], [-2.39, -2.14, -6.08], [-3.48, -2.64, -3.97], [-3.41, -4.36, -4.24], [-6.21, -1.86, -6.18], [-4.55, -1.61, -6.61], [-5.01, -1.46, -4.87], [-6.30, -3.55, -4.10], [-5.59, -5.06, -4.47], [-7.62, -3.65, -6.11], [-7.53, -5.34, -5.74], [-6.50, -4.38, -8.12], [-5.90, -5.83, -7.32], [-3.99, -3.66, -7.60], [-4.08, -5.13, -6.64], [-1.06, -3.65, -1.21], [-0.35, -2.34, -0.89], [0.95, -2.58, -0.13], [1.79, -1.36, 0.21], [2.33, -0.75, -1.05], [1.06, -0.26, 0.98], [2.09, 0.50, 1.85], [3.35, -0.39, 1.78], [2.90, -1.72, 1.19], [-1.35, -4.10, -0.26], [-0.39, -4.33, -1.74], [-1.99, -3.57, -1.79], [-0.99, -1.73, -0.24], [-0.15, -1.87, -1.85], [1.60, -3.33, -0.59], [0.73, -2.96, 0.87], [1.56, -0.56, -1.80], [2.94, -1.47, -1.60], [2.86, 0.17, -0.83], [0.46, 0.31, 0.27], [0.27, -0.74, 1.57], [2.27, 1.51, 1.51], [1.83, 0.48, 2.91], [4.06, 0.05, 1.08], [3.88, -0.55, 2.71], [3.63, -2.34, 0.70], [2.32, -2.17, 2.01], [-5.25, 3.92, -0.42], [-4.09, 3.34, 0.41], [-4.65, 2.73, 1.70], [-3.53, 2.19, 2.59], [-2.82, 1.06, 1.89], [-4.02, 1.71, 3.98], [-2.90, 1.89, 4.97], [-1.81, 2.68, 4.25], [-2.60, 3.27, 3.08], [-5.81, 3.11, -0.87], [-4.79, 4.54, -1.19], [-5.71, 4.63, 0.27], [-3.35, 4.13, 0.52], [-3.61, 2.52, -0.12], [-5.21, 1.83, 1.45], [-5.23, 3.45, 2.27], [-2.29, 0.50, 2.66], [-2.08, 1.38, 1.16], [-3.60, 0.42, 1.50], [-4.39, 0.70, 3.77], [-4.81, 2.40, 4.24], [-2.43, 1.00, 5.39], [-3.21, 2.47, 5.84], [-1.02, 2.08, 3.81], [-1.43, 3.40, 4.97], [-1.96, 3.69, 2.30], [-3.26, 4.09, 3.38], [6.65, -2.35, 6.49], [5.69, -3.09, 5.40], [4.28, -2.96, 5.67], [6.15, -4.20, 4.64], [5.80, -1.89, 4.30], [7.01, -3.59, 7.38], [8.12, -4.38, 6.94], [5.94, -4.15, 8.17], [7.73, -2.64, 8.50], [-5.98, -1.32, -2.70], [-6.94, -0.21, -3.16], [-6.53, 0.62, -4.26], [-7.71, 0.40, -2.10], [-8.01, -1.19, -3.86], [-4.76, -0.25, -2.17], [-5.07, 0.61, -1.06], [-3.88, 0.32, -3.18], [-3.75, -1.35, -1.59], [2.75, -5.53, 1.51], [4.02, -5.65, 0.68], [4.22, -4.52, -0.20], [4.52, -6.93, 0.23], [5.12, -5.37, 1.84], [1.70, -6.49, 0.61], [1.32, -7.78, 1.13], [1.76, -6.34, -0.83], [0.41, -5.60, 0.99], [4.41, -0.39, -4.38], [3.47, -1.48, -4.92], [2.44, -1.98, -4.03], [3.98, -2.39, -5.91], [2.60, -0.48, -5.85], [5.54, -1.47, -3.70], [6.62, -1.90, -4.58], [5.05, -2.44, -2.78], [6.32, -0.41, -2.77], [-0.51, -2.82, 3.92], [-2.02, -2.97, 3.70], [-2.78, -1.91, 3.08], [-2.74, -3.78, 4.65], [-1.88, -3.97, 2.46], [-0.63, -1.49, 4.93], [-1.48, -1.55, 6.11], [-0.64, -0.22, 4.24], [0.86, -1.67, 5.46], [4.68, 3.09, -2.26], [5.60, 2.70, -0.90], [5.26, 3.37, 0.34], [6.99, 2.48, -1.19], [5.00, 1.25, -0.69], [4.71, 4.61, -2.02], [5.92, 5.39, -2.11], [3.70, 5.10, -1.12], [4.05, 5.06, -3.44], [-4.56, -7.17, -4.69], [-3.85, -7.00, -3.24], [-2.55, -6.40, -3.32], [-4.23, -7.89, -2.18], [-4.74, -5.71, -2.80], [-3.68, -8.24, -5.34], [-3.96, -9.62, -4.99], [-2.32, -7.90, -5.64], [-4.38, -8.19, -6.79], [5.32, 2.35, 6.40], [4.46, 3.62, 7.18], [3.17, 3.28, 7.74], [4.61, 4.95, 6.66], [5.44, 3.74, 8.43], [4.43, 2.26, 5.14], [4.53, 3.37, 4.22], [3.11, 1.69, 5.29], [5.22, 1.11, 4.38], [0.29, 2.03, -1.96], [-0.06, 3.23, -0.84], [-0.16, 2.75, 0.52], [-0.78, 4.41, -1.22], [1.43, 3.81, -0.80], [-1.18, 1.57, -2.21], [-2.03, 2.52, -2.92], [-1.76, 0.80, -1.14], [-0.80, 0.57, -3.39]]}

---

No. 2
{"formula": "C32H72N5O10S4", "method": "ωB97M-V with the def2-TZVPD basis set", "de_lowest_kcal_mol": 0.00, "total_energy_ev": -105612.3516, "total_charge": -1, "elements": ["C", "C", "S", "O", "O", "N", "S", "O", "O", "C", "C", "C", "C", "N", "C", "C", "C", "C", "C", "S", "S", "C", "C", "C", "H", "H", "H", "H", "H", "H", "H", "H", "H", "H", "H", "H", "H", "H", "H", "H", "H", "H", "H", "H", "H", "H", "H", "H", "H", "H", "H", "C", "O", "C", "C", "N", "C", "C", "O", "C", "H", "H", "H", "H", "H", "H", "H", "H", "H", "H", "H", "H", "H", "H", "H", "C", "O", "C", "C", "N", "C", "C", "O", "C", "H", "H", "H", "H", "H", "H", "H", "H", "H", "H", "H", "H", "H", "H", "H", "C", "O", "C", "C", "N", "C", "C", "O", "C", "H", "H", "H", "H", "H", "H", "H", "H", "H", "H", "H", "H", "H", "H", "H"], "coordinates": [[-3.76, 3.25, -0.35], [-4.73, 2.64, 0.38], [-6.45, 2.76, -0.08], [-7.04, 3.04, 1.21], [-6.51, 3.82, -1.07], [-6.98, 1.44, -0.82], [-7.14, 0.06, -0.03], [-8.54, -0.34, 0.02], [-6.41, 0.00, 1.22], [-6.36, -1.12, -1.16], [-5.08, -1.76, -0.62], [-3.85, -0.86, -0.74], [-2.60, -1.48, -0.09], [-2.30, -0.90, 1.23], [-2.04, -1.92, 2.27], [-3.22, -2.16, 3.20], [-3.45, -1.05, 4.24], [-4.58, -0.10, 3.86], [-1.36, 0.15, 1.24], [-1.48, 1.39, 2.27], [0.09, 0.07, 0.16], [-0.50, 0.69, -1.46], [0.19, 1.99, -1.86], [-0.60, 2.70, -2.98], [-3.65, 3.03, -1.41], [-3.06, 3.96, 0.07], [-4.55, 2.02, 1.25], [-6.12, -0.55, -2.06], [-7.11, -1.87, -1.43], [-4.91, -2.67, -1.20], [-5.22, -2.07, 0.42], [-4.09, 0.09, -0.27], [-3.67, -0.65, -1.80], [-1.75, -1.41, -0.77], [-2.79, -2.54, 0.05], [-1.72, -2.86, 1.80], [-1.19, -1.57, 2.87], [-4.13, -2.27, 2.59], [-3.03, -3.12, 3.70], [-3.71, -1.53, 5.19], [-2.53, -0.49, 4.41], [-5.56, -0.58, 3.97], [-4.47, 0.25, 2.83], [-4.57, 0.78, 4.51], [-0.26, -0.08, -2.20], [-1.58, 0.83, -1.43], [0.27, 2.66, -1.00], [1.19, 1.78, -2.23], [-1.38, 3.35, -2.59], [-1.12, 1.94, -3.59], [0.05, 3.24, -3.67], [-4.66, 5.18, -2.99], [-3.61, 4.70, -3.82], [-3.88, 4.68, -5.20], [-3.04, 5.70, -5.93], [-3.44, 7.06, -5.59], [-2.53, 8.10, -6.05], [-1.12, 8.11, -5.49], [-1.04, 8.42, -4.11], [-1.22, 7.33, -3.22], [-4.39, 4.98, -1.97], [-4.81, 6.26, -3.12], [-5.60, 4.67, -3.20], [-4.95, 4.85, -5.39], [-3.63, 3.69, -5.59], [-3.14, 5.56, -7.01], [-1.99, 5.50, -5.66], [-3.54, 7.13, -4.59], [-2.99, 9.06, -5.81], [-2.47, 8.04, -7.14], [-0.57, 8.91, -6.00], [-0.58, 7.17, -5.69], [-0.85, 6.39, -3.66], [-2.27, 7.19, -2.94], [-0.66, 7.54, -2.32], [8.22, -0.42, -0.76], [7.72, -1.67, -1.19], [7.40, -2.57, -0.15], [5.91, -2.79, -0.02], [5.24, -1.60, 0.48], [3.78, -1.66, 0.43], [3.11, -1.77, -0.93], [3.25, -0.61, -1.74], [4.43, -0.53, -2.51], [8.58, 0.11, -1.65], [7.45, 0.19, -0.28], [9.06, -0.54, -0.07], [7.82, -2.23, 0.81], [7.88, -3.53, -0.39], [5.72, -3.61, 0.67], [5.54, -3.10, -1.01], [5.55, -0.80, -0.05], [3.40, -0.76, 0.91], [3.46, -2.51, 1.04], [2.04, -1.88, -0.75], [3.43, -2.66, -1.49], [4.78, -1.52, -2.81], [5.24, -0.02, -1.97], [4.20, 0.05, -3.40], [5.35, -3.56, 6.59], [5.65, -4.93, 6.46], [4.59, -5.81, 6.81], [4.04, -6.51, 5.59], [3.33, -5.59, 4.73], [2.95, -6.13, 3.43], [4.06, -6.56, 2.47], [4.85, -5.49, 1.99], [5.93, -5.11, 2.82], [6.28, -3.01, 6.46], [4.64, -3.21, 5.84], [4.95, -3.33, 7.58], [3.79, -5.27, 7.34], [4.99, -6.55, 7.50], [3.34, -7.29, 5.92], [4.88, -7.01, 5.09], [3.90, -4.77, 4.58], [2.36, -5.36, 2.92], [2.28, -6.98, 3.59], [3.57, -6.99, 1.59], [4.69, -7.34, 2.90], [6.35, -5.95, 3.37], [5.65, -4.33, 3.53], [6.71, -4.70, 2.17]]}

---

Number 1: maximum force 7.9 eV/Å, LUMO energy 5.042 eV, HOMO level -2.488 eV. Number 2: maximum force 1.7 eV/Å, LUMO energy 1.812 eV, HOMO level -5.352 eV.